No. 1
The following is a DFT calculation (ωB97M-V/def2-TZVPD) of a single C6H16N2 molecule in a non-equilibrium geometry.

Geometry as XYZ:
```
24
Properties=species:S:1:pos:R:3:forces:R:3
N -1.539 2.018 -1.903 1.791 0.031 -2.198
N 0.308 -0.122 0.722 -2.745 1.632 2.299
C -1.274 1.252 -0.650 -1.320 2.052 0.029
C -0.660 0.426 1.877 1.202 -1.096 -0.846
C 0.925 0.246 -1.617 1.359 2.290 -1.156
C 0.169 0.806 -0.394 1.701 0.257 -0.260
C 0.201 -1.550 0.516 3.907 0.869 0.222
C 1.417 -2.264 1.266 -0.157 -0.391 -0.654
H -1.606 2.058 0.121 0.685 -1.832 -0.869
H 2.366 -1.768 1.552 -0.787 0.600 -0.776
H 0.296 -1.784 -0.556 -0.634 -0.173 0.599
H 0.829 1.647 -0.059 -0.989 0.024 -0.340
H -1.684 -0.005 2.123 0.934 0.204 -1.383
H 1.241 1.080 -2.396 -1.029 -1.300 1.598
H -2.008 0.405 -0.578 0.764 0.628 -0.103
H -1.865 1.417 -2.710 0.768 0.790 1.359
H -0.156 0.278 2.800 0.817 -0.235 0.864
H -0.705 1.496 1.737 -0.215 0.059 0.097
H 1.700 -3.124 0.666 0.144 -0.294 -0.041
H -0.629 -1.863 1.044 -2.187 -1.252 0.210
H -0.632 2.533 -2.265 -2.407 -1.479 1.071
H 1.961 -0.112 -1.324 -1.566 -0.322 -0.198
H 0.265 -0.407 -2.169 0.407 -0.725 -0.214
H 1.078 -2.664 2.199 -0.441 -0.336 0.689
```
Positions in Å, forces in eV/Å.

SMILES: CCN(C)[C@@H](C)CN
HOMO level, eV: -7.99
LUMO level, eV: 1.00
Energy relative to the best compared isomer or geometry (same formula, charge and spin), kJ/mol: 281.2
2S+1: 1

---

No. 2
The following is a DFT calculation (ωB97M-V/def2-TZVPD) of 2 unconnected molecules or ions with the total composition C6H16N2.

Geometry as XYZ:
```
24
Properties=species:S:1:pos:R:3:forces:R:3
N 0.066 -0.265 2.031 0.037 0.055 -0.130
N 3.325 -0.607 0.263 0.206 0.185 0.128
C 2.370 -0.013 1.197 -0.323 0.011 -0.061
C -1.408 0.918 -1.121 0.044 0.196 0.026
C -2.434 -1.333 -1.152 -0.316 -0.148 -0.371
C -1.151 2.343 -1.513 -0.157 -0.079 -0.203
C -2.320 0.093 -1.617 0.284 -0.104 0.317
C 1.166 -0.932 1.338 0.295 -0.043 0.261
H 0.405 0.340 2.769 0.047 -0.085 0.046
H 4.193 -0.080 0.276 -0.104 -0.047 -0.107
H -3.010 0.430 -2.383 -0.004 0.012 -0.070
H -3.477 -1.604 -0.965 0.020 0.038 0.128
H 1.504 -1.838 1.861 -0.051 -0.044 -0.046
H -0.550 -0.945 2.453 -0.117 0.028 0.049
H 3.566 -1.542 0.573 -0.019 -0.009 -0.006
H -1.854 -1.525 -0.252 0.031 0.130 0.062
H 2.018 0.949 0.814 0.111 -0.040 -0.151
H -2.090 -2.033 -1.920 0.041 0.072 -0.027
H -0.756 0.549 -0.334 -0.014 -0.087 0.033
H -1.072 2.974 -0.627 0.071 0.032 -0.003
H 2.795 0.187 2.191 -0.025 -0.063 0.054
H -1.924 2.764 -2.157 -0.070 -0.131 0.015
H 0.846 -1.237 0.340 -0.054 0.040 -0.050
H -0.209 2.408 -2.064 0.067 0.082 0.105
```
Positions in Å, forces in eV/Å.

SMILES: C/C=C/C.NCCN
HOMO level, eV: -8.82
LUMO level, eV: 1.05
Energy relative to the best compared isomer or geometry (same formula, charge and spin), kJ/mol: 113.2
2S+1: 1

---

No. 3
The following is a DFT calculation (ωB97M-V/def2-TZVPD) of a single C6H16N2 molecule in a non-equilibrium geometry.

Geometry as XYZ:
```
24
Properties=species:S:1:pos:R:3:forces:R:3
N 2.708 1.704 -0.834 0.579 3.318 -0.316
N 0.268 -1.431 0.321 -1.405 -0.147 -1.618
C 1.673 -0.382 -1.652 -1.984 0.290 0.435
C -2.798 0.155 1.747 -1.729 -2.764 1.614
C -1.381 -0.261 1.814 1.599 0.707 0.560
C -1.154 -1.375 0.756 0.085 1.954 -0.076
C 1.916 1.107 -1.853 0.696 0.585 -3.089
C 0.282 -0.481 -0.837 2.434 1.085 0.670
H 1.633 -0.914 -2.606 -0.602 0.302 -0.123
H -1.142 -0.685 2.807 0.021 0.320 -0.266
H 0.921 -1.172 1.086 -0.829 0.085 -0.927
H -3.094 0.800 2.556 -0.130 0.892 -0.188
H 2.674 1.301 0.046 -0.349 -1.010 1.834
H -1.868 -1.089 -0.090 1.409 -0.510 0.619
H -1.573 -2.307 1.098 0.255 -0.549 0.499
H -3.445 -0.786 1.962 0.811 1.296 -0.559
H -0.496 -0.662 -1.589 0.069 -0.437 0.606
H 0.084 0.566 -0.408 0.162 -1.117 -0.761
H 2.475 -0.931 -1.202 0.615 0.165 0.988
H 0.931 1.629 -2.041 0.752 -0.551 0.267
H -0.743 0.733 1.721 -0.739 -2.242 -0.281
H 2.524 1.294 -2.828 -1.111 -0.502 1.218
H 2.600 2.758 -0.717 0.086 -2.140 -0.397
H -2.996 0.429 0.743 -0.696 0.971 -0.708
```
Positions in Å, forces in eV/Å.

SMILES: CCCNCCCN
HOMO level, eV: -8.70
LUMO level, eV: 1.06
Energy relative to the best compared isomer or geometry (same formula, charge and spin), kJ/mol: 212.1
2S+1: 1

---

No. 4
The following is a DFT calculation (ωB97M-V/def2-TZVPD) of a gas-phase ion, C6H16N2 (charge +1) in a non-equilibrium geometry.

Geometry as XYZ:
```
24
Properties=species:S:1:pos:R:3:forces:R:3
N 0.525 -0.620 -0.057 -1.402 -0.486 -2.574
N -2.270 0.305 2.180 0.281 0.645 0.040
C -1.066 -0.429 1.821 -0.839 -0.693 0.604
C 1.257 1.694 -0.196 -0.908 -0.090 0.070
C 1.054 -1.968 -0.278 0.447 0.607 0.837
C 0.991 0.397 -0.987 1.132 1.329 0.425
C -0.915 -0.524 0.308 0.866 0.233 -0.152
C 0.073 0.672 -2.189 -0.282 0.176 -0.247
H 1.601 -2.008 -1.218 -0.247 0.048 -0.137
H -1.268 -1.442 2.177 0.437 -0.030 0.107
H 0.334 2.016 0.293 0.016 0.059 -0.032
H 1.554 2.489 -0.867 0.150 0.044 -0.200
H -2.426 0.211 3.179 -0.168 -0.250 -0.064
H 1.811 -2.159 0.491 -0.168 -0.232 0.137
H -1.327 -1.412 -0.129 -0.496 -0.741 0.256
H 2.003 1.559 0.567 0.406 -0.090 0.218
H -2.124 1.305 2.065 -0.073 -0.027 -0.220
H -0.520 1.572 -2.055 -0.062 0.064 0.229
H 0.713 0.853 -3.051 0.036 -0.032 0.032
H -0.617 -0.117 -2.464 0.052 -0.388 0.078
H -1.416 0.250 -0.271 0.429 0.591 0.472
H -0.146 -0.081 2.301 0.082 0.108 -0.176
H 0.230 -2.667 -0.223 0.172 -0.306 0.080
H 1.951 0.104 -1.397 0.140 -0.538 0.215
```
Positions in Å, forces in eV/Å.

Net charge: +1
HOMO level (alpha / beta), eV: -13.44 / -13.43
LUMO level (alpha / beta), eV: -2.57 / -7.05
Energy relative to the best compared isomer or geometry (same formula, charge and spin), kJ/mol: 44.1
2S+1: 2

---

No. 5
The following is a DFT calculation (ωB97M-V/def2-TZVPD) of 2 unconnected molecules or ions with the total composition C6H16N2O in a non-equilibrium geometry.

Geometry as XYZ:
```
25
Properties=species:S:1:pos:R:3:forces:R:3
O -1.329 0.337 1.553 3.021 -0.861 1.067
N 1.272 0.189 1.357 0.215 -0.191 -0.544
N 0.154 -2.299 0.729 0.014 -0.015 0.010
C 1.600 -0.287 0.213 0.355 -0.032 0.854
C -2.615 -0.135 -0.439 0.046 0.199 0.430
C -1.871 0.877 0.431 1.756 1.787 -2.551
C 2.630 0.309 -0.695 0.111 -0.015 0.154
C -0.735 1.687 -0.574 -2.731 -0.820 1.163
C 1.003 -1.614 -0.219 -0.273 0.072 0.177
H 1.842 -2.273 -0.473 -0.028 0.132 -0.125
H -0.133 1.049 -1.219 0.210 -0.163 0.372
H -1.929 -0.874 -0.845 0.132 -0.142 -0.073
H -3.351 -0.659 0.170 -0.064 -0.013 -0.045
H 3.519 -0.328 -0.701 -0.016 0.052 -0.007
H 2.910 1.316 -0.388 -0.009 -0.060 0.008
H 0.667 -2.489 1.583 -0.059 0.028 -0.060
H -0.192 2.438 -0.004 0.268 -0.228 -0.003
H -2.546 1.697 0.717 -0.080 -0.111 -0.085
H 0.440 -1.448 -1.143 0.092 -0.015 -0.086
H -0.639 -1.719 0.993 0.068 -0.002 -0.002
H -3.118 0.361 -1.266 -0.092 0.027 -0.080
H -1.410 2.210 -1.248 0.075 0.279 -0.187
H 2.260 0.342 -1.717 -0.078 0.000 -0.122
H 1.765 1.030 1.641 0.083 0.117 -0.321
H -0.192 0.281 1.548 -3.015 -0.025 0.056
```
Positions in Å, forces in eV/Å.

SMILES: [H]/N=C(\C)CN.CC(C)O
HOMO level, eV: -9.04
LUMO level, eV: 0.72
Energy relative to the best compared isomer or geometry (same formula, charge and spin), kJ/mol: 183.1
2S+1: 1

---

No. 6
The following is a DFT calculation (ωB97M-V/def2-TZVPD) of a molecular structure, C6H16N2O2 in a non-equilibrium geometry.

Geometry as XYZ:
```
26
Properties=species:S:1:pos:R:3:forces:R:3
O -1.679 -0.865 -0.693 -0.289 -0.144 -0.163
O 1.696 0.398 1.895 -1.049 -0.370 -0.404
N 0.494 1.409 0.188 0.802 0.457 1.385
N 1.740 1.739 -0.416 -0.210 -0.245 0.384
C 0.593 0.662 1.471 0.767 2.430 -0.417
C -0.061 -2.533 -0.007 0.150 0.403 0.319
C -0.278 -1.188 -0.678 1.010 2.685 -0.674
C 0.288 -1.204 -2.100 -0.165 -0.056 0.157
C -0.515 2.452 0.009 -0.104 -0.491 0.155
C -0.718 0.465 2.173 0.237 -0.391 0.010
H -0.268 -1.902 -2.739 0.074 0.103 -0.177
H -0.499 -3.337 -0.614 -0.009 0.110 -0.065
H 0.168 0.051 -0.353 -1.114 -4.485 -0.324
H 1.337 -1.501 -2.090 0.023 -0.188 0.052
H 2.332 2.186 0.287 -0.008 -0.134 -0.062
H -0.571 -0.265 2.965 -0.033 -0.008 0.013
H 0.276 -0.190 -2.508 -0.277 -0.130 -0.266
H 2.181 0.841 -0.613 0.107 0.179 -0.078
H -1.495 0.130 1.489 0.002 -0.030 -0.083
H -2.150 -1.533 -1.212 0.024 0.054 0.054
H -1.028 1.410 2.624 0.060 0.035 -0.061
H 1.000 -2.751 0.109 0.041 -0.015 0.041
H -1.497 1.980 0.037 -0.067 0.158 0.048
H -0.538 -2.574 0.972 0.038 0.025 0.094
H -0.436 3.224 0.776 -0.070 0.124 0.001
H -0.371 2.895 -0.973 0.061 -0.073 0.061
```
Positions in Å, forces in eV/Å.

HOMO level, eV: -8.22
LUMO level, eV: 0.80
Energy relative to the best compared isomer or geometry (same formula, charge and spin), kJ/mol: 374.0
2S+1: 1